# 1
ORCA calculation (ωB97M-V/def2-TZVPD) on C48H66ClN3O5SSi2V as an isolated structure.

Computed properties:
ΔE to the lowest compared entry with this formula, charge and spin = 41.5 kJ/mol

```
! RIJCOSX wB97M-V def2-TZVPD def2/J DEFGRID3
* xyz -2 4
V 1.13494 1.16617 -0.20279
C 1.72463 -1.34064 2.35282
Si 2.72396 -0.02656 1.32806
C 3.89968 0.63827 2.67332
C 3.78911 -1.26401 0.30154
C 4.85030 -1.99296 0.85509
C 5.51924 -2.97185 0.13766
C 5.12923 -3.25072 -1.16712
C 4.08575 -2.53419 -1.73132
C 3.40506 -1.53195 -1.02826
Si 1.98878 -0.49068 -1.83972
C 2.75621 -0.10705 -3.54159
C 0.71991 -1.85899 -2.34150
H 2.39697 -2.09772 2.76861
H 0.99907 -1.85264 1.71193
H 1.17132 -0.87592 3.17699
H 4.39001 -0.16406 3.23108
H 3.33035 1.24917 3.37672
H 4.66731 1.28796 2.24858
H 5.15978 -1.79291 1.87569
H 6.34035 -3.51902 0.59215
H 5.64198 -4.01789 -1.73996
H 3.80106 -2.75115 -2.75694
H 2.97502 -1.02766 -4.09195
H 3.68376 0.45621 -3.43823
H 2.07249 0.49284 -4.14617
H 1.21961 -2.77265 -2.67912
H 0.07902 -1.50783 -3.15679
H 0.06869 -2.11970 -1.50815
O -0.10554 2.43975 1.45122
H -0.57316 1.64486 1.78512
H -0.74678 2.86488 0.84249
O 2.43923 3.85415 1.70141
H 2.42333 3.41863 0.83010
H 1.54785 3.61177 1.99746
O -1.34141 0.70642 -0.99895
H -1.68973 1.59905 -0.76288
H -0.79554 0.83939 -1.79110
O -2.10056 3.21071 -0.31979
S -2.62927 4.53081 -0.88410
C -2.24084 4.41598 -2.60114
C -1.94695 5.59922 -3.28386
C -1.81690 5.59656 -4.65859
C -1.99788 4.41803 -5.38204
C -2.29601 3.24476 -4.70330
C -2.41554 3.22764 -3.32284
C -4.35010 4.40880 -0.86371
C -5.10553 5.60076 -0.75826
C -6.46027 5.58968 -0.97717
C -7.12471 4.39643 -1.33458
C -6.37890 3.22320 -1.45112
C -5.01739 3.20239 -1.22089
H -1.80589 6.51352 -2.72020
H -1.56039 6.51527 -5.17239
H -1.88563 4.41356 -6.45816
H -2.41603 2.31971 -5.25491
H -2.60242 2.30135 -2.80072
H -4.60089 6.52683 -0.50576
H -7.02145 6.51122 -0.87298
H -8.19206 4.39090 -1.51070
H -6.87968 2.29750 -1.71402
H -4.45967 2.27792 -1.27030
C 2.15133 4.98135 -1.63996
C 2.14399 3.55630 -2.22820
C 1.43850 3.63052 -3.59432
C 1.37420 2.61792 -1.31479
C 3.59655 3.10440 -2.39516
C 4.34645 3.45205 -3.51833
C 5.66240 3.03564 -3.67117
C 6.26924 2.25868 -2.69567
C 5.54341 1.91579 -1.56316
C 4.23187 2.34001 -1.41791
H 1.12383 5.29722 -1.44419
H 2.60552 5.68644 -2.34292
H 2.69869 5.02611 -0.69858
H 0.38633 3.86998 -3.43471
H 1.49322 2.67310 -4.11318
H 1.85509 4.40431 -4.24545
H 0.29178 2.93269 -1.29230
H 3.89286 4.04343 -4.30311
H 6.20934 3.30954 -4.56680
H 7.28800 1.91317 -2.82166
H 5.98454 1.29171 -0.79617
H 3.66535 2.03560 -0.54612
C -1.82226 -6.08004 0.96172
C -2.48916 -4.72835 0.67413
C -1.46812 -3.78181 0.04167
C -3.57715 -4.97475 -0.38041
C -3.12107 -4.15560 1.98170
O -4.31470 -4.91202 2.28497
C -2.24218 -4.24794 3.24122
C -0.79787 -3.73688 3.23428
C -0.17469 -3.97053 4.58462
C -0.25290 -2.99250 5.57337
C 0.27279 -3.21215 6.83744
C 0.88233 -4.42487 7.11757
Cl 1.54493 -4.71296 8.71013
C 0.98336 -5.41381 6.15451
C 0.45191 -5.17419 4.89565
C -3.70254 -2.73647 1.81207
N -2.83697 -1.64930 2.22783
C -2.09552 -0.81777 1.48026
N -1.50150 0.07246 2.25253
C -1.95507 -0.24271 3.49012
N -2.76885 -1.27459 3.52867
H -1.43646 -6.49767 0.03124
H -2.53216 -6.80731 1.36647
H -0.98775 -6.00218 1.65398
H -0.98382 -4.28125 -0.79820
H -0.68016 -3.44473 0.71282
H -1.95261 -2.89977 -0.37374
H -3.12024 -5.44450 -1.25267
H -4.03357 -4.04728 -0.72576
H -4.36876 -5.62300 -0.00957
H -4.03883 -5.79800 2.54325
H -2.22754 -5.30178 3.54494
H -2.78362 -3.71925 4.03112
H -0.75331 -2.66984 3.01170
H -0.19374 -4.23722 2.47679
H -0.72613 -2.04719 5.34076
H 0.21919 -2.44610 7.59836
H 1.47588 -6.34722 6.38710
H 0.53975 -5.93876 4.13232
H -4.59955 -2.67781 2.42773
H -3.99058 -2.54718 0.77990
H -2.00186 -0.85721 0.40966
H -1.66819 0.29263 4.37767
*
```


# 2
ORCA calculation (ωB97M-V/def2-TZVPD) on C29H36N8O3Se2SiTe2Zr as an isolated structure.

Computed properties:
ΔE to the lowest compared entry with this formula, charge and spin = 501.3 kJ/mol

```
! RIJCOSX wB97M-V def2-TZVPD def2/J DEFGRID3
* xyz 0 1
Zr 0.91000 0.59090 -0.05758
N -1.99553 -0.06706 2.86911
C -1.79354 -1.49933 2.67006
C -3.06521 -2.30370 3.04093
C -3.01944 -3.84985 3.23083
C -1.81979 -4.38566 4.02400
N -0.68889 -4.54325 3.11706
C 0.58792 -4.46731 3.42381
N 1.47190 -4.36375 2.44855
N 1.00805 -4.52458 4.69375
C -1.22781 -1.75456 1.24447
O -1.52893 -2.80414 0.64410
O -0.43518 -0.89415 0.71277
H -2.27437 0.11660 3.81982
H -2.72872 0.28242 2.27012
H -0.99530 -1.77854 3.34634
H -3.82945 -2.06805 2.29711
H -3.39612 -1.89381 3.99623
H -3.05831 -4.34696 2.26392
H -3.92096 -4.14291 3.77321
H -2.06493 -5.34373 4.47826
H -1.56052 -3.69205 4.82805
H -0.90876 -4.37104 2.14063
H 1.16474 -4.25144 1.49891
H 2.45506 -4.25117 2.65846
H 0.34860 -4.47512 5.43906
H 1.94701 -4.22830 4.88642
C -3.83294 2.47718 -1.99090
C -3.41266 3.55970 -1.22108
C -2.35397 3.42817 -0.33559
C -1.68982 2.21255 -0.21297
C -2.12909 1.10598 -0.95864
C -3.20349 1.25484 -1.83613
N -0.50502 2.06588 0.58614
N -0.21574 3.03220 1.37620
C 1.08409 3.07843 1.82951
C 1.40905 4.01040 2.82593
C 2.72001 4.15018 3.18927
C 3.69096 3.38920 2.53010
C 3.28679 2.47627 1.58634
N 2.00789 2.28064 1.28862
H -4.63837 2.59310 -2.71156
H -3.91461 4.51993 -1.31706
H -2.01194 4.26519 0.25538
H -1.66476 0.13897 -0.86093
H -3.53441 0.39655 -2.41542
H 0.60725 4.59128 3.27304
H 3.00353 4.84057 3.97534
H 4.74305 3.49640 2.75897
H 3.97549 1.84624 1.07247
Se 2.86219 -1.05030 0.59889
Te 4.96091 -2.30743 1.18384
Te 2.73012 -0.57143 4.65993
Se 1.75314 -0.15960 2.47040
C 1.57149 -3.36467 -2.16454
Si 1.73755 -1.59425 -2.67235
C 3.52268 -1.15851 -2.71713
C 1.08893 -1.38664 -4.39322
O 0.86799 -0.65769 -1.57825
H 1.61338 -4.03686 -3.04384
H 0.59376 -3.51302 -1.67987
H 2.37674 -3.65689 -1.48128
H 3.95719 -1.42453 -3.69939
H 4.10441 -1.67785 -1.95970
H 3.65433 -0.09010 -2.57090
H 1.63114 -2.08356 -5.06375
H 1.25214 -0.36374 -4.76653
H 0.01146 -1.61891 -4.46747
N -2.53250 4.58474 -7.21107
C -1.88322 4.18851 -6.34290
C -1.05716 3.68439 -5.23838
C -1.15132 2.35464 -4.85294
C -0.36113 1.87247 -3.81777
C 0.53809 2.71022 -3.16831
C 0.62693 4.04505 -3.56369
C -0.16699 4.53156 -4.59009
C 1.41358 2.21808 -2.10651
C 2.30676 1.82518 -1.36100
H -1.84129 1.69794 -5.36623
H -0.42021 0.83892 -3.52492
H 1.33654 4.69583 -3.06574
H -0.10045 5.56922 -4.89071
*
```


Taking the records one at a time from the top gives energy values of -4790.448172, -7465.973273 Eh.